i:
{"formula": "C9H14", "method": "ωB97M-V with the def2-TZVPD basis set", "mol_weight_g_mol": 122.2, "total_charge": 0, "homo_lumo_gap_ha": 0.3714, "symbols": ["C", "C", "C", "C", "C", "C", "C", "H", "H", "H", "H", "H", "H", "H", "H", "C", "C", "H", "H", "H", "H", "H", "H"], "coordinates": [[-1.150, 0.592, 1.620], [0.870, 1.787, 0.879], [-0.322, 1.204, 0.455], [1.704, 2.263, -0.119], [-0.576, 0.867, -0.871], [1.461, 1.957, -1.444], [0.350, 1.216, -1.838], [1.118, 1.887, 1.925], [2.567, 2.893, 0.073], [-1.467, -0.416, 1.397], [-2.049, 1.222, 1.685], [-1.294, 0.065, -0.996], [2.165, 2.214, -2.225], [0.161, 0.914, -2.861], [-0.645, 0.768, 2.554], [-1.085, -2.568, -0.158], [0.382, -2.310, 0.121], [-1.264, -3.020, -1.143], [-1.560, -3.381, 0.402], [-1.679, -1.671, -0.131], [0.447, -1.439, 0.779], [0.932, -1.994, -0.765], [0.936, -3.050, 0.659]]}

=====

ii:
{"formula": "C9H14", "method": "ωB97M-V with the def2-TZVPD basis set", "mol_weight_g_mol": 122.2, "total_charge": 0, "homo_lumo_gap_ha": 0.3663, "symbols": ["C", "C", "H", "H", "H", "H", "H", "H", "C", "C", "C", "C", "C", "C", "C", "H", "H", "H", "H", "H", "H", "H", "H"], "coordinates": [[1.251, -2.192, 2.754], [0.253, -1.244, 2.009], [1.957, -2.597, 2.021], [1.771, -1.574, 3.475], [0.791, -3.081, 3.172], [0.512, -0.191, 2.205], [-0.764, -1.206, 2.371], [0.473, -1.413, 0.958], [-0.313, -0.043, -3.267], [-0.466, 1.771, 0.636], [0.671, 1.885, -0.159], [-1.597, 1.157, 0.086], [0.661, 1.373, -1.447], [-1.545, 0.478, -1.140], [-0.367, 0.536, -1.876], [-0.465, 2.029, 1.685], [1.539, 2.344, 0.301], [-2.515, 1.077, 0.652], [1.527, 1.540, -2.078], [-2.386, -0.165, -1.367], [-0.837, 0.664, -3.923], [-0.817, -1.006, -3.335], [0.665, -0.142, -3.732]]}

=====

Top of the stability list: ii, leading by 0.0047 hartree.

=====

i:
{"formula": "C9H14", "method": "ωB97M-V with the def2-TZVPD basis set", "mol_weight_g_mol": 122.2, "total_charge": 0, "homo_lumo_gap_ha": 0.3657, "symbols": ["C", "C", "C", "C", "C", "C", "C", "H", "H", "H", "H", "H", "H", "H", "H", "C", "C", "H", "H", "H", "H", "H", "H"], "coordinates": [[-1.491, 0.351, 3.238], [-0.574, -1.782, -0.419], [0.240, -1.989, 0.690], [-1.371, -0.635, -0.416], [-0.110, -1.221, 1.860], [-1.634, 0.251, 0.684], [-1.048, -0.185, 1.916], [-0.478, -2.350, -1.344], [1.099, -2.661, 0.635], [-1.918, -0.446, -1.326], [0.579, -1.367, 2.751], [-2.422, 0.997, 0.585], [-1.387, -0.313, 4.075], [-2.506, 0.658, 3.027], [-1.213, 1.364, 3.681], [1.505, 0.536, -2.843], [2.027, 1.797, -2.113], [0.812, 0.609, -3.774], [2.395, 0.028, -3.220], [1.026, -0.159, -2.180], [1.741, 1.749, -1.045], [1.680, 2.709, -2.577], [3.049, 2.058, -1.882]]}

=====

ii:
{"formula": "C9H14", "method": "ωB97M-V with the def2-TZVPD basis set", "mol_weight_g_mol": 122.2, "total_charge": 0, "homo_lumo_gap_ha": 0.3639, "symbols": ["C", "C", "H", "H", "H", "H", "H", "H", "C", "C", "C", "C", "C", "C", "C", "H", "H", "H", "H", "H", "H", "H", "H"], "coordinates": [[-1.138, -0.161, 2.620], [-0.033, 0.719, 3.217], [-1.246, 0.316, 1.672], [-0.811, -1.294, 2.449], [-1.920, -0.194, 3.423], [0.386, 0.985, 2.259], [0.622, -0.058, 3.684], [-0.244, 1.584, 3.783], [1.637, 0.598, -3.188], [-0.984, -0.847, -0.101], [0.346, -1.290, -0.263], [-1.407, 0.246, -0.883], [1.179, -0.815, -1.265], [-0.532, 0.651, -1.879], [0.726, 0.178, -2.106], [-1.545, -1.346, 0.641], [0.585, -1.966, 0.442], [-2.430, 0.581, -0.739], [2.084, -1.392, -1.292], [-0.933, 1.358, -2.519], [2.667, 0.204, -2.780], [1.729, 1.667, -3.108], [1.262, 0.277, -4.066]]}

=====

iii:
{"formula": "C9H14", "method": "ωB97M-V with the def2-TZVPD basis set", "mol_weight_g_mol": 122.2, "total_charge": 0, "homo_lumo_gap_ha": 0.3693, "symbols": ["C", "C", "C", "C", "C", "C", "C", "H", "H", "H", "H", "H", "H", "H", "H", "C", "C", "H", "H", "H", "H", "H", "H"], "coordinates": [[1.378, 2.173, -0.662], [1.088, -0.461, 2.039], [-0.228, -0.373, 2.533], [1.630, 0.415, 1.090], [0.714, 1.373, 0.530], [-1.163, 0.470, 1.930], [-0.597, 1.365, 0.924], [1.375, -1.352, 2.534], [-0.612, -0.973, 3.327], [2.630, 0.344, 0.837], [-2.159, 0.606, 2.370], [2.004, 1.258, -1.090], [2.005, 2.932, -0.249], [-1.234, 2.162, 0.553], [0.534, 2.653, -1.239], [-0.483, -1.106, -2.302], [-1.468, -1.989, -1.468], [-0.365, -0.147, -1.833], [0.469, -1.612, -2.315], [-0.582, -0.893, -3.361], [-1.202, -1.988, -0.435], [-1.278, -3.081, -1.818], [-2.457, -1.776, -1.894]]}

=====

Top of the stability list: i, leading by 0.0113 hartree.

=====

i:
{"formula": "C9H14", "method": "ωB97M-V with the def2-TZVPD basis set", "mol_weight_g_mol": 122.2, "total_charge": 0, "homo_lumo_gap_ha": 0.3596, "symbols": ["C", "C", "H", "H", "H", "H", "H", "H", "C", "C", "C", "C", "C", "C", "C", "H", "H", "H", "H", "H", "H", "H", "H"], "coordinates": [[1.821, -2.982, 1.291], [1.025, -3.374, 0.081], [1.235, -3.061, 2.310], [2.756, -3.656, 1.427], [2.225, -1.954, 1.208], [0.136, -2.701, 0.041], [0.671, -4.425, 0.103], [1.734, -3.057, -0.804], [-0.713, 3.902, -0.228], [0.451, 1.772, -0.214], [-0.717, 2.387, -0.463], [0.426, 0.413, -0.356], [-0.776, -0.306, -0.704], [-1.969, 1.682, -0.615], [-2.008, 0.281, -0.737], [1.251, 2.174, 0.322], [1.238, -0.321, -0.038], [-1.670, 4.314, -0.551], [0.058, 4.336, -0.844], [-0.653, -1.379, -0.707], [-2.880, 2.167, -0.478], [-2.951, -0.281, -0.966], [-0.689, 4.068, 0.921]]}

=====

ii:
{"formula": "C9H14", "method": "ωB97M-V with the def2-TZVPD basis set", "mol_weight_g_mol": 122.2, "total_charge": 0, "homo_lumo_gap_ha": 0.3645, "symbols": ["C", "C", "C", "C", "C", "C", "C", "H", "H", "H", "H", "H", "H", "H", "H", "C", "C", "H", "H", "H", "H", "H", "H"], "coordinates": [[2.313, 1.204, 1.306], [-1.408, 1.406, 0.602], [-0.221, 1.238, 1.306], [-1.392, 1.536, -0.775], [0.978, 1.136, 0.603], [-0.161, 1.704, -1.405], [1.010, 1.288, -0.797], [-2.345, 1.337, 1.143], [-0.085, 1.274, 2.379], [-2.240, 1.590, -1.395], [-0.086, 2.021, -2.440], [2.183, 1.026, 2.379], [2.681, 2.223, 1.219], [1.982, 1.252, -1.257], [3.014, 0.408, 1.073], [-0.560, -1.876, -0.339], [-1.068, -3.269, -0.622], [0.541, -1.886, -0.295], [-0.618, -1.271, -1.231], [-0.831, -1.346, 0.566], [-0.911, -3.939, 0.229], [-2.153, -3.318, -0.759], [-0.622, -3.738, -1.489]]}

=====

iii:
{"formula": "C9H14", "method": "ωB97M-V with the def2-TZVPD basis set", "mol_weight_g_mol": 122.2, "total_charge": 0, "homo_lumo_gap_ha": 0.3715, "symbols": ["C", "C", "H", "H", "H", "H", "H", "H", "C", "C", "C", "C", "C", "C", "C", "H", "H", "H", "H", "H", "H", "H", "H"], "coordinates": [[0.691, 2.912, -2.493], [0.051, 3.982, -1.613], [0.087, 2.014, -2.384], [0.779, 3.174, -3.548], [1.667, 2.720, -2.043], [0.036, 3.691, -0.557], [0.624, 4.907, -1.712], [-1.002, 4.174, -1.807], [0.770, -2.895, 2.245], [-1.518, -0.302, 0.658], [-0.868, -0.041, -0.522], [-0.978, -1.183, 1.609], [0.213, -1.821, 1.358], [0.368, -0.640, -0.762], [0.875, -1.538, 0.147], [-2.494, 0.109, 0.891], [-1.322, 0.579, -1.280], [-1.538, -1.253, 2.535], [0.849, -0.518, -1.713], [0.811, -3.857, 1.739], [0.187, -3.019, 3.157], [1.823, -2.033, 0.005], [1.795, -2.702, 2.571]]}

=====

iv:
{"formula": "C9H14", "method": "ωB97M-V with the def2-TZVPD basis set", "mol_weight_g_mol": 122.2, "total_charge": 0, "homo_lumo_gap_ha": 0.3636, "symbols": ["C", "C", "C", "C", "C", "C", "C", "H", "H", "H", "H", "H", "H", "H", "H", "C", "C", "H", "H", "H", "H", "H", "H"], "coordinates": [[-2.708, -0.675, 0.708], [-0.461, 2.056, -0.298], [0.639, 2.064, 0.644], [-1.590, 1.135, -0.235], [-1.577, 0.211, 0.808], [0.620, 1.095, 1.580], [-0.465, 0.167, 1.659], [-0.614, 2.917, -0.919], [1.409, 2.747, 0.454], [-2.321, 1.085, -1.117], [1.432, 0.949, 2.400], [-3.142, -1.100, 1.591], [-2.386, -1.526, 0.002], [-0.557, -0.482, 2.355], [-3.476, -0.041, 0.209], [1.494, -1.806, -0.802], [2.345, -0.832, -1.672], [1.342, -1.414, 0.110], [0.484, -2.032, -1.161], [1.964, -2.782, -0.619], [1.836, 0.106, -2.062], [2.614, -1.330, -2.555], [3.118, -0.513, -1.080]]}

=====

Top of the stability list: iii, leading by 0.0216 hartree.